{"formula": "C2F2INO2", "method": "ωB97M-V/def2-TZVPD", "elements": ["C", "C", "N", "O", "O", "F", "F", "I"], "coordinates": [[-0.1561, 0.5541, 0.8775], [0.2979, -0.5246, 0.2678], [-2.0555, 1.1911, -1.8156], [-0.4047, 1.4153, 1.6165], [-3.1787, 1.1420, -1.5162], [1.0415, -0.3407, -0.8707], [-0.1203, -1.7615, 0.5460], [-3.9330, -0.5140, 0.1925]], "atomic_forces_ev_per_a": [[0.0, -0.7, 0.7], [0.5, 0.3, -1.1], [-5.0, -0.1, 1.3], [-0.2, 0.4, -0.3], [5.1, 0.2, -1.3], [-0.8, -0.7, 1.1], [0.4, 0.7, -0.5], [0.0, 0.0, 0.0]], "lumo_energy_ev": [-2.65, -2.65], "homo_lumo_gap_ev": [6.48, 6.48], "relative_energy_kj_mol": 572.6, "energy_ev": -21188.3625, "total_charge": 0}